Entry 1:
ORCA calculation (ωB97M-V with the def2-TZVPD basis set) on a structure of composition C47H56ClCrF4N5P3.

Calculated values
E_HOMO (alpha / beta) (eV): -6.359 / -6.385
E_LUMO (alpha / beta) (eV): -0.16 / 0.03

Structure (ORCA input):
```
! wB97M-V def2-TZVPD RIJCOSX def2/J DEFGRID3
* xyz 0 2
Cr 0.66008 0.30315 0.32557
C 3.39082 -0.73462 -0.56325
N 2.81434 0.36252 0.23364
C 3.31761 1.61979 -0.35304
C 3.30816 0.29261 1.64632
C 2.25612 -0.11977 2.66236
N 0.93129 0.26067 2.19578
C -0.16436 0.08243 3.01412
C -1.41888 0.12870 2.40923
F -1.43932 0.31815 1.05110
C -2.60965 -0.00718 3.06889
F -3.74933 0.06216 2.36515
C -2.62571 -0.23753 4.43023
C -1.40198 -0.31302 5.05868
F -1.34604 -0.53637 6.37972
C -0.19848 -0.16136 4.38720
F 0.93099 -0.25222 5.11371
H 4.48301 -0.64160 -0.57655
H 3.00982 -0.68239 -1.58343
H 3.10258 -1.68653 -0.13056
H 4.41367 1.64224 -0.31909
H 2.99597 1.69680 -1.38738
H 2.92887 2.45969 0.20237
H 4.14825 -0.40369 1.70095
H 3.69160 1.28024 1.90031
H 2.51641 0.34498 3.61481
H 2.29426 -1.19940 2.81138
H -3.55050 -0.34204 4.97829
C -1.23115 3.21976 1.97554
P 0.02580 3.02489 0.65168
C -1.45519 2.79625 -0.72445
N -2.64147 3.35496 -0.58004
C -3.37085 3.59588 -1.70739
C -4.65334 4.19527 -1.59522
C -5.32659 4.57612 -2.71636
C -4.76011 4.38069 -4.00619
C -3.54372 3.78393 -4.14010
C -2.83756 3.36269 -2.98294
N -1.69136 2.63631 -3.12254
C -1.10202 2.27741 -2.01310
P 0.08855 0.86493 -2.07406
C 1.28410 1.38494 -3.35102
C -0.90957 -0.44552 -2.98969
C -2.08032 -0.83313 -2.09154
C 0.02064 -1.64190 -3.17730
C -1.42295 -0.06044 -4.37830
C 0.49690 4.72584 -0.20823
C -0.56755 5.37264 -1.11412
C 1.72837 4.50609 -1.09555
C 0.83676 5.80232 0.82972
H -1.46048 4.27831 2.10909
H -0.83805 2.85819 2.92212
H -2.15601 2.71554 1.71235
H -5.05293 4.35767 -0.60149
H -6.29862 5.04505 -2.62902
H -5.31009 4.69805 -4.88254
H -3.10076 3.59750 -5.11043
H 0.73397 1.78663 -4.20230
H 1.89950 0.54593 -3.67677
H 1.93556 2.16543 -2.96239
H -1.72298 -1.27910 -1.16954
H -2.69338 -1.57525 -2.61304
H -2.72206 0.01751 -1.84459
H 0.47710 -1.92599 -2.23847
H 0.80902 -1.43367 -3.90748
H -0.55569 -2.49216 -3.55925
H -2.15587 0.73778 -4.37723
H -1.89058 -0.95885 -4.79554
H -0.61236 0.22439 -5.05177
H -0.80860 4.78939 -2.00191
H -0.14389 6.31846 -1.46339
H -1.49342 5.59468 -0.58528
H 1.58263 3.69386 -1.81390
H 2.62907 4.30534 -0.51501
H 1.91195 5.41954 -1.67126
H 0.05654 5.92834 1.58079
H 0.93726 6.75390 0.29751
H 1.77011 5.62217 1.35208
Cl 1.34488 4.18733 3.62605
C 1.53139 3.28931 2.03328
H 1.74790 2.28186 2.36646
H 2.44027 3.70385 1.59524
N 0.51712 -1.55661 0.12602
P 0.52920 -3.05714 0.48101
C 1.84865 -3.63088 1.61089
C 1.64397 -3.53570 2.99098
C 2.64763 -3.86255 3.89055
C 3.88343 -4.29252 3.42410
C 4.10150 -4.40129 2.05867
C 3.09070 -4.07682 1.16062
C -0.96737 -3.62005 1.34945
C -2.04885 -2.74948 1.40194
C -3.22592 -3.11021 2.05109
C -3.32429 -4.35162 2.65752
C -2.25004 -5.23587 2.60780
C -1.07994 -4.87204 1.95987
C 0.67513 -4.17568 -0.95253
C -0.23100 -5.20476 -1.19519
C -0.10589 -6.01299 -2.32210
C 0.92638 -5.80439 -3.22060
C 1.82993 -4.76962 -3.00123
C 1.69674 -3.96256 -1.88469
H 0.69061 -3.18760 3.37407
H 2.46496 -3.77403 4.95374
H 4.66996 -4.54787 4.12254
H 5.05602 -4.75107 1.68655
H 3.28319 -4.19778 0.10242
H -1.96006 -1.78465 0.93227
H -4.05668 -2.41617 2.08592
H -4.23377 -4.63396 3.17324
H -2.32689 -6.20725 3.07990
H -0.24781 -5.56698 1.93278
H -1.05689 -5.37562 -0.51754
H -0.82542 -6.80297 -2.49678
H 1.02352 -6.43412 -4.09582
H 2.62581 -4.58312 -3.71125
H 2.36804 -3.12132 -1.76391
*
```

Mulliken population analysis, charges in e, atoms 1 to 6:
1 Cr -0.144
2 C -1.842
3 N 1.949
4 C -1.294
5 C -1.713
6 C -0.297


Entry 2:
ORCA calculation (ωB97M-V with the def2-TZVPD basis set) on a cluster of 5 separate species, C30H43B2Cl8INO5S3 in total in a non-equilibrium geometry.

Calculated values
E_HOMO (eV): -5.024
E_LUMO (eV): 1.19

Structure (ORCA input):
```
! wB97M-V def2-TZVPD RIJCOSX def2/J DEFGRID3
* xyz -1 1
O 4.96889 -2.01084 -0.89508
B 4.22118 -2.33113 0.30731
O 4.45684 -3.65829 0.86489
C 3.21643 -1.22999 0.95874
B 1.97716 -0.79722 -0.05803
I 1.22555 -2.82471 -0.70505
O 0.87085 -0.17138 0.70678
C 0.40293 0.86920 -0.20904
C -0.25359 2.09981 0.58063
C -1.80833 2.34316 0.27191
C -2.17313 2.37152 -1.30636
S -4.03931 2.58904 -1.38421
C -4.80098 0.90393 -1.12383
S -6.47075 0.85378 -1.08871
N -3.86654 -0.23971 -1.00699
C -3.92168 -0.91013 0.30869
C -2.56490 -1.03948 1.11003
C -2.54001 -1.76265 2.49137
C -3.82721 -2.40279 3.13853
C -5.16574 -2.27302 2.36201
C -5.16482 -1.54040 0.96899
C -3.95491 -1.17864 -2.14122
C -3.14590 -2.51074 -2.01230
C -3.11055 -3.57991 -3.16387
C -3.90867 -3.29417 -4.46293
C -4.75635 -1.99230 -4.60231
C -4.76459 -0.95655 -3.44157
C 1.37563 1.11230 -1.48350
S 0.51169 0.21895 -2.90349
C 2.00226 2.55993 -1.76149
C 1.75378 2.88757 -3.43570
C 3.02872 3.69279 -4.16836
O 2.67262 2.15438 -4.38935
O 2.40278 0.12446 -1.14393
H 4.37964 -1.99627 -1.68372
H 4.59271 -4.30673 0.14203
H 2.85655 -1.56070 1.99358
H 3.82721 -0.26064 1.12480
H -0.49705 0.32488 -0.69515
H 0.28266 3.10177 0.46541
H -0.18438 1.83574 1.70713
H -2.51224 1.58631 0.75526
H -2.12869 3.38045 0.67801
H -1.93050 1.39641 -1.85063
H -1.60799 3.21203 -1.83469
H -1.56858 -0.61277 0.73141
H -1.54491 -1.84239 3.03602
H -3.74760 -2.94300 4.13700
H -6.09195 -2.74584 2.82869
H -6.18576 -1.49716 0.44233
H -2.52923 -2.79021 -1.08240
H -2.50326 -4.53996 -3.10502
H -3.91443 -4.00104 -5.36349
H -5.33456 -1.81742 -5.56501
H -5.40347 -0.00873 -3.59127
H -0.40795 1.12320 -3.46501
H 3.13042 2.61182 -1.60966
H 1.41742 3.43509 -1.32293
H 0.64185 3.17447 -3.78633
H 2.83325 4.32907 -5.09051
H 3.99852 3.68260 -3.57329
Cl 5.49092 1.53777 0.31144
C 7.04701 1.15683 1.08429
C 6.90316 0.91810 2.57388
Cl 6.48442 2.40952 3.45746
H 7.74013 1.97367 0.87353
H 7.42725 0.25457 0.60046
H 7.84983 0.56311 2.98562
H 6.13615 0.17165 2.78881
Cl -9.92611 -2.37090 3.33619
C -9.63749 -0.61502 3.42416
C -8.48840 -0.17826 2.53726
Cl -6.91457 -0.77426 3.12966
H -9.46037 -0.35243 4.46860
H -10.55980 -0.12676 3.10229
H -8.42733 0.91183 2.52008
H -8.61688 -0.52896 1.51122
Cl 3.83110 0.55372 7.07178
C 4.83280 2.02403 6.99999
C 5.09256 2.60811 8.37424
Cl 3.61638 3.28445 9.10923
H 4.33479 2.74201 6.34601
H 5.77850 1.73953 6.53438
H 5.81075 3.42679 8.29894
H 5.49779 1.86022 9.05819
Cl 6.18126 -2.35903 -5.28337
C 4.56167 -1.92590 -5.88730
C 3.69205 -1.31093 -4.80876
Cl 3.23889 -2.49124 -3.55354
H 4.10525 -2.82431 -6.30703
H 4.70832 -1.20841 -6.69740
H 2.76166 -0.94439 -5.24658
H 4.19120 -0.47285 -4.31883
*
```

Mulliken population analysis, charges in e, atoms 1 to 6:
1 O -0.621
2 B 0.849
3 O -0.644
4 C -0.311
5 B 1.002
6 I -0.246


Entry 3:
ORCA calculation (ωB97M-V with the def2-TZVPD basis set) on a structure of composition C54H36CaN15O2 in a non-equilibrium geometry.

Calculated values
E_HOMO (alpha / beta) (eV): -3.267 / -3.230
E_LUMO (alpha / beta) (eV): 1.78 / 1.70

Structure (ORCA input):
```
! wB97M-V def2-TZVPD RIJCOSX def2/J DEFGRID3
* xyz -1 1
Ca -0.14710 0.60068 0.49792
C -1.53018 5.70104 0.52095
C -2.81546 5.19425 0.28365
C -3.21895 3.99281 0.84640
C -2.31039 3.31675 1.64803
C -2.39855 2.07672 2.47960
N -1.37577 1.99704 3.34407
C -0.43776 2.87443 2.87302
N 0.86170 2.78326 3.15781
C 1.64438 2.89915 2.06617
C 3.01974 3.38631 1.96693
C 3.93872 3.84542 2.90556
C 5.16669 4.30123 2.44702
C 5.46076 4.32134 1.07243
C 4.53950 3.87668 0.13524
C 3.31394 3.40080 0.59386
C 2.13033 2.87622 -0.09880
N 2.02320 2.80283 -1.42391
C 0.93577 2.33815 -2.05340
N -0.13291 1.69424 -1.49194
C -1.03737 1.40782 -2.45063
N -2.24952 0.80358 -2.30127
C -2.83097 0.60658 -1.13734
N -2.42715 1.02779 0.09991
C -3.38267 0.71036 1.01023
N -3.29152 1.07393 2.27722
C -4.45268 -0.07682 0.35563
C -5.59421 -0.69826 0.83037
C -6.40332 -1.36074 -0.08669
C -6.08219 -1.37724 -1.44727
C -4.93682 -0.74562 -1.92048
C -4.12239 -0.11008 -1.00008
C -0.53003 1.87155 -3.73981
C -1.06377 1.84344 -5.02806
C -0.32125 2.40857 -6.05228
C 0.92797 3.00435 -5.79481
C 1.45639 3.03760 -4.51581
C 0.72022 2.45488 -3.48553
N 1.19546 2.54022 0.84236
C -1.04502 3.81561 1.88193
C -0.63078 5.01534 1.32327
H -1.23599 6.63957 0.06655
H -3.49912 5.74797 -0.35103
H -4.20866 3.58933 0.65907
H 3.70114 3.83102 3.96553
H 5.90685 4.65636 3.15593
H 6.42272 4.70285 0.74261
H 4.75103 3.90095 -0.92960
H -5.83778 -0.67943 1.88809
H -7.29195 -1.87636 0.25840
H -6.73916 -1.89466 -2.14054
H -4.66686 -0.75685 -2.97207
H -2.03177 1.38967 -5.20696
H -0.70229 2.39234 -7.06735
H 1.47834 3.45137 -6.61573
H 2.41353 3.50910 -4.31415
H 0.36771 5.40244 1.49768
C 3.45077 -0.23467 2.56329
N 2.31147 -0.46550 3.42325
C 2.16605 -1.83768 3.86360
C 1.77125 -2.85972 2.83586
N 2.31644 -3.00789 1.66801
C 1.65305 -4.08239 1.08798
C 1.81000 -4.65344 -0.17148
C 1.02335 -5.74660 -0.49414
C 0.09525 -6.27572 0.41731
C -0.08342 -5.70879 1.66977
C 0.69706 -4.59817 1.97286
N 0.80632 -3.80100 3.10157
C 3.22569 -0.36863 1.07963
N 2.10635 -0.42091 0.40855
C 2.48539 -0.58306 -0.94123
C 1.71796 -0.79850 -2.08937
C 2.38066 -0.90185 -3.30027
C 3.77892 -0.81984 -3.38211
C 4.55534 -0.66425 -2.24718
C 3.87896 -0.55710 -1.03710
N 4.31773 -0.42511 0.26478
H 3.87251 0.75989 2.72642
H 4.22323 -0.95212 2.84042
H 1.45235 -0.11194 3.03105
H 3.11837 -2.16454 4.28236
H 1.43695 -1.85345 4.67715
H 2.52220 -4.24134 -0.87745
H 1.11528 -6.20216 -1.47311
H -0.49891 -7.13525 0.13134
H -0.80518 -6.10668 2.37511
H 0.16443 -3.77009 3.87223
H 0.64067 -0.90516 -2.02955
H 1.80593 -1.05186 -4.20655
H 4.25983 -0.89424 -4.35145
H 5.63919 -0.63381 -2.30201
H 5.26971 -0.39679 0.57075
O -0.45649 -0.65978 2.19297
N -1.30482 -1.58087 1.99352
N -1.47838 -1.89536 0.75616
O -0.81358 -1.33958 -0.24677
C -2.43770 -2.95907 0.47661
C -2.60445 -3.33896 -0.84367
C -3.48041 -4.37441 -1.15230
C -4.18354 -5.02697 -0.14874
C -4.02194 -4.61950 1.17095
C -3.15816 -3.58519 1.49083
H -2.05046 -2.81306 -1.61018
H -3.61521 -4.66574 -2.18893
H -4.85698 -5.84171 -0.39278
H -4.57447 -5.11711 1.96200
H -3.03838 -3.25019 2.51217
*
```

Mulliken population analysis, charges in e, atoms 1 to 6:
1 Ca 2.434
2 C -0.812
3 C -0.855
4 C -0.362
5 C 0.737
6 C -0.037


Entry 4:
ORCA calculation (ωB97M-V with the def2-TZVPD basis set) on the molecule C4H10OS2 in a non-equilibrium geometry.

Calculated values
E_HOMO (eV): -8.955
Structure (SMILES): O[C@@H](CS)CCS
E_LUMO (eV): 0.47

Structure (ORCA input):
```
! wB97M-V def2-TZVPD RIJCOSX def2/J DEFGRID3
* xyz 0 1
C 1.47033 0.93666 -0.71248
C 1.10065 -0.58383 -0.32584
C -0.19137 -0.95639 0.34283
C -1.53138 -0.61344 -0.36201
H 1.02436 3.30896 -0.14455
H 2.62696 1.06345 -0.82630
H 1.04733 1.38794 -1.74874
H 1.69739 -0.79864 0.68570
H 1.58691 -1.20177 -1.10432
H -0.08752 -2.09422 0.65646
H -0.29181 0.75751 1.24715
H -1.48572 0.54785 -0.07645
H -1.44277 -0.76941 -1.55659
H -2.72262 -1.68861 1.51627
O -0.35343 -0.28735 1.63449
S 0.84949 2.23639 0.59691
S -3.29677 -1.24512 0.17747
*
```

Mulliken population analysis, charges in e, atoms 1 to 6:
1 C -0.587
2 C -0.540
3 C -0.470
4 C -0.183
5 H 0.158
6 H 0.359


Entry 5:
ORCA calculation (ωB97M-V with the def2-TZVPD basis set) on a structure of composition C33H29BBiN5O4S2 in a non-equilibrium geometry.

Calculated values
E_HOMO (eV): -8.101
E_LUMO (eV): -0.50

Structure (ORCA input):
```
! wB97M-V def2-TZVPD RIJCOSX def2/J DEFGRID3
* xyz 0 1
Bi -4.60575 -19.64649 -10.73022
N -11.81229 -18.51853 -6.61578
C -10.89482 -19.12063 -7.45787
C -11.22004 -20.17910 -8.30828
C -10.25217 -20.74338 -9.21674
C -9.00914 -20.19613 -9.20134
C -8.59390 -19.28379 -8.27422
C -9.53676 -18.70834 -7.39904
S -7.78643 -20.76009 -10.37028
O -7.50697 -19.57067 -11.19128
O -8.27368 -21.92181 -11.07604
N -6.29846 -21.02104 -9.68739
C -6.02887 -21.92464 -8.67870
N -6.93011 -22.84663 -8.39519
C -6.59621 -23.63888 -7.40591
C -5.38502 -23.52861 -6.74433
C -4.52448 -22.58516 -7.19441
N -4.83325 -21.75452 -8.16518
H -12.76201 -18.66101 -6.88043
H -11.62572 -17.66887 -6.13323
H -12.27726 -20.58122 -8.44245
H -10.36275 -21.59944 -9.83053
H -7.59163 -19.05279 -8.06848
H -9.23662 -17.88594 -6.72751
H -7.21551 -24.50804 -7.19136
H -5.21366 -24.12921 -5.82755
H -3.63181 -22.41156 -6.66241
S 0.26812 -18.64833 -10.84751
C -0.40493 -17.03280 -10.79915
C 0.20552 -15.79058 -10.65990
C -0.63109 -14.66478 -10.51644
C -1.98412 -14.79585 -10.38340
C -2.61233 -15.97792 -10.57440
C -1.83974 -17.12305 -10.78277
N -2.31127 -18.41434 -10.78784
C -1.35609 -19.31957 -10.74533
C -1.61502 -20.70629 -10.76079
C -0.61856 -21.64388 -10.67978
C -0.90119 -22.97108 -10.71594
C -2.15605 -23.44437 -10.88381
C -3.22328 -22.58215 -10.80894
C -2.96224 -21.19575 -10.79361
H 1.29143 -15.67226 -10.76795
H -0.08769 -13.73301 -10.69045
H -2.61763 -13.93668 -10.41570
H -3.68370 -16.09922 -10.58329
H 0.46153 -21.32279 -10.58432
H 0.00821 -23.62873 -10.65220
H -2.28127 -24.48795 -10.93370
H -4.23369 -22.93214 -10.78324
C -5.68330 -15.07352 -3.73636
C -4.63703 -16.20079 -3.28143
C -3.53475 -15.48459 -2.50692
C -5.47622 -17.02607 -2.26445
C -4.15247 -17.03342 -4.42626
C -2.79876 -17.07210 -4.73971
C -2.31487 -17.67078 -5.91081
C -3.28730 -18.17092 -6.77624
O -3.04934 -18.61447 -8.02281
B -4.32205 -19.03611 -8.53471
O -5.31215 -18.84007 -7.52881
C -4.62542 -18.26950 -6.45951
C -5.06923 -17.77162 -5.24040
H -5.81549 -14.38731 -2.93629
H -6.62737 -15.55615 -3.96960
H -5.42973 -14.46244 -4.57868
H -3.88883 -14.92334 -1.60221
H -2.95491 -14.81068 -3.10588
H -2.84292 -16.22177 -2.10697
H -5.92474 -16.34724 -1.53478
H -4.89625 -17.75618 -1.67965
H -6.31405 -17.40913 -2.88129
H -2.02071 -16.46748 -4.21885
H -1.30371 -17.64019 -6.25755
H -6.12531 -17.85548 -4.90500
*
```

Mulliken population analysis, charges in e, atoms 1 to 6:
1 Bi 1.021
2 N -0.520
3 C 1.018
4 C -0.759
5 C -0.273
6 C -0.546